The following is a quantum chemistry calculation of a 11-piece molecular cluster, C89H193N11O11 overall at a distorted geometry, from the OMol25 dataset.

```
304
C89H193N11O11 ωB97M-V/def2-TZVPD
C -7.20294 -1.48781 -2.89560
C -7.04724 -2.64631 -1.85931
C -5.60144 -2.62900 -1.36114
O -4.61761 -2.95529 -2.36888
C -3.34872 -3.11479 -1.82781
N -8.02767 -2.65970 -0.79894
H -6.38706 -1.57604 -3.53303
H -7.02958 -0.54132 -2.40998
H -8.21627 -1.60269 -3.37580
H -6.92649 -3.65717 -2.41236
H -5.43945 -3.35043 -0.54491
H -5.27000 -1.63444 -0.99514
H -2.52773 -3.06995 -2.56512
H -3.32984 -4.08965 -1.35182
H -3.10555 -2.31819 -1.07842
H -8.80550 -3.31959 -0.91056
H -8.31250 -1.76133 -0.53681
C -3.74444 1.03955 -4.60200
C -4.29320 1.45832 -3.20855
C -5.80681 1.79642 -3.38244
O -6.43229 1.87084 -2.14023
C -6.62819 3.18772 -1.73061
N -4.05781 0.33175 -2.30438
H -4.14829 0.09125 -4.94996
H -2.65666 0.99854 -4.58203
H -4.09020 1.83605 -5.30637
H -3.78476 2.27734 -2.65123
H -6.27926 0.93577 -3.96825
H -6.02192 2.69180 -3.91723
H -7.09399 3.72582 -2.55714
H -5.73676 3.75083 -1.51392
H -7.24298 3.21756 -0.86675
H -4.54003 0.45292 -1.44335
H -4.42345 -0.58363 -2.66100
C -1.09884 2.10020 8.35133
C -0.07280 2.60729 7.22100
C 0.10061 1.41753 6.26419
C -1.16792 1.13955 5.46902
C -1.50817 2.40698 4.71109
C -1.72944 3.63354 5.60212
N -0.56494 3.82175 6.48977
O -0.92218 4.70435 7.52734
C -1.88005 4.84304 4.74447
C -3.12034 3.60214 6.23696
C 1.28006 2.98385 7.92340
H -1.22653 2.71582 9.23250
H -0.67743 1.09797 8.55899
H -2.12494 1.96831 7.92792
H 0.96001 1.63582 5.58191
H 0.48858 0.55693 6.84759
H -2.11223 0.91984 5.99287
H -0.96378 0.34347 4.76241
H -2.38891 2.24623 4.15749
H -0.66253 2.64566 4.05364
H -2.22509 5.70942 5.38845
H -1.02048 5.01206 4.11409
H -2.75841 4.78154 4.06909
H -3.06598 4.10079 7.20598
H -3.78649 4.16260 5.59870
H -3.54596 2.59667 6.41995
H 2.08707 3.07425 7.26651
H 1.56119 2.31269 8.66315
H 1.15432 3.97371 8.47399
H -0.61667 5.54332 7.21606
C 0.58650 5.38092 -1.32806
C -0.94973 5.20159 -1.17932
C -1.31247 4.17005 -0.07180
C -0.93790 4.74108 1.31026
C -1.74702 5.97943 1.51006
C -1.55342 7.06328 0.39042
N -1.59473 6.40510 -0.88316
O -1.25615 7.38494 -1.89538
C -2.64248 8.13294 0.52984
C -0.22319 7.76826 0.70245
C -1.48453 4.65145 -2.53177
H 0.69874 6.44365 -1.65101
H 1.02693 4.74803 -2.11619
H 1.24822 5.10119 -0.48503
H -2.42368 4.00966 -0.00995
H -0.86900 3.17348 -0.20918
H 0.16570 4.90716 1.32169
H -1.14218 3.95863 1.99051
H -1.67958 6.39122 2.53098
H -2.79200 5.68647 1.45074
H -2.72511 8.82147 -0.30730
H -3.63030 7.69108 0.67052
H -2.54020 8.65211 1.47026
H -0.32574 8.30465 1.66565
H 0.59320 7.02758 0.78086
H 0.02030 8.44634 -0.05642
H -1.04298 3.64127 -2.74122
H -1.12748 5.21488 -3.40190
H -2.56110 4.49239 -2.56009
H -2.10347 7.53925 -2.25197
C 1.67594 7.07511 6.30581
C 2.66094 6.64495 5.15659
C 4.11503 6.82948 5.69486
C 5.07923 5.72902 5.28883
C 4.76999 5.03062 4.02663
C 3.30432 4.41042 4.10318
N 2.46553 5.21772 4.97252
O 1.09382 4.99808 4.52700
C 2.64636 4.37902 2.70104
C 3.22176 3.01415 4.69202
C 2.41569 7.52258 3.90053
H 0.67677 7.19217 5.89322
H 2.02848 8.00591 6.64388
H 1.71583 6.36034 7.13305
H 4.45338 7.80642 5.34112
H 4.11042 6.78817 6.78481
H 5.06568 4.89346 6.06729
H 6.05451 6.16852 5.34131
H 5.37994 4.10637 3.94585
H 4.72251 5.61617 3.11119
H 3.34001 3.87762 1.88863
H 1.77959 3.77782 2.74047
H 2.35933 5.36831 2.36074
H 3.75680 3.02221 5.76159
H 2.18209 2.91097 4.82642
H 3.67548 2.20546 4.06617
H 3.01661 7.16308 3.10419
H 2.78553 8.58637 3.92434
H 1.28566 7.44140 3.59027
H 0.70684 4.44019 5.24258
C -2.04628 -7.37834 -0.42853
C -0.57260 -6.84436 -0.47854
C -0.15863 -5.92274 0.62740
C 0.18146 -6.67669 1.98760
C 1.21196 -7.73866 1.60162
C 0.66789 -8.80149 0.63234
N 0.39199 -7.99714 -0.58989
O -0.04143 -8.85369 -1.70270
C 1.83948 -9.77334 0.17320
C -0.51862 -9.58105 1.25573
C -0.42516 -6.04324 -1.75069
H -2.57741 -6.49752 -0.76024
H -2.37384 -7.71986 0.52074
H -2.29925 -8.20039 -1.14118
H 0.76955 -5.45014 0.31004
H -0.90812 -5.17392 0.89709
H -0.69100 -7.19002 2.39536
H 0.70717 -6.05460 2.69277
H 1.56618 -8.25817 2.49931
H 2.10232 -7.32586 1.16074
H 2.44427 -10.17563 1.02753
H 1.53024 -10.54838 -0.43623
H 2.56934 -9.14528 -0.44684
H -0.87718 -10.39692 0.61646
H -0.11640 -10.02480 2.15793
H -1.31676 -8.91887 1.64749
H 0.61826 -6.05009 -2.16118
H -0.86362 -5.07090 -1.67998
H -1.08377 -6.50408 -2.50127
H 0.71513 -8.59022 -2.24385
C -5.96153 -1.64435 2.74655
C -5.80730 -2.55363 3.93297
C -6.83141 -3.71734 3.82526
C -6.46869 -4.62802 2.71427
C -5.17052 -5.26867 3.07829
C -4.00960 -4.27179 3.34096
N -4.45463 -3.16103 4.21433
O -3.42144 -2.16542 4.02105
C -2.89781 -5.15666 3.92420
C -3.55037 -3.75393 1.97457
C -6.06534 -1.71599 5.20505
H -5.21652 -0.84527 2.63327
H -6.96630 -1.14261 2.83483
H -5.99772 -2.11434 1.75565
H -6.89563 -4.08841 4.79878
H -7.79162 -3.26192 3.64693
H -6.40601 -3.89991 1.94173
H -7.21150 -5.39779 2.49826
H -4.92712 -5.95356 2.28550
H -5.32376 -5.87143 4.03306
H -1.93797 -4.55781 3.93628
H -3.11688 -5.35533 4.99086
H -2.86016 -6.07109 3.38364
H -3.10584 -4.61742 1.55049
H -4.36004 -3.53116 1.29614
H -2.79542 -2.95430 1.99510
H -6.13203 -2.35307 6.07563
H -7.07242 -1.21757 5.10011
H -5.31881 -0.97437 5.30660
H -3.05203 -2.15499 4.88322
C -0.59929 -1.95093 -6.45786
C 0.12005 -3.06455 -5.61750
C -0.06610 -4.46233 -6.21849
C 0.82116 -5.57085 -5.63210
C 2.26590 -5.13945 -5.45400
C 2.47837 -3.79947 -4.83729
N 1.58749 -2.83384 -5.58110
O 1.84067 -1.47049 -4.97151
C 2.34628 -3.82937 -3.26251
C 3.89796 -3.39010 -5.15983
C -0.53060 -3.02600 -4.24665
H 0.11997 -1.38451 -7.09120
H -1.05647 -1.24619 -5.76268
H -1.33695 -2.41154 -7.07659
H -1.11814 -4.66465 -6.24699
H 0.20709 -4.45114 -7.29354
H 0.76228 -6.49851 -6.23368
H 0.45509 -5.80634 -4.67611
H 2.87865 -5.28262 -6.34927
H 2.72910 -5.83168 -4.74058
H 2.22061 -2.85284 -2.80837
H 1.52424 -4.45917 -2.88047
H 3.24682 -4.33511 -2.86401
H 4.70271 -4.11268 -4.93805
H 3.84131 -3.05119 -6.22608
H 4.23774 -2.49485 -4.55922
H -1.61596 -3.15894 -4.43851
H -0.42226 -2.02892 -3.77234
H -0.23082 -3.81944 -3.51869
H 1.11307 -1.23809 -4.34227
C -0.39768 1.65440 -6.05069
C 0.88419 2.45034 -6.25161
C 0.99016 3.60394 -5.24637
C 2.35476 4.29424 -5.29441
C 3.37551 3.16038 -4.85988
C 3.44239 2.11140 -5.93327
N 2.01891 1.54536 -6.09950
O 2.15260 0.54803 -7.09747
C 4.06035 2.63522 -7.20964
C 4.37408 1.01629 -5.37901
C 0.89382 2.99333 -7.70014
H -0.35460 1.16248 -5.02714
H -0.33735 0.75442 -6.73096
H -1.25457 2.19498 -6.23888
H 0.09681 4.25185 -5.32422
H 0.87939 3.24387 -4.25963
H 2.32712 4.98150 -4.49459
H 2.61677 4.73498 -6.25785
H 3.10158 2.64392 -3.87903
H 4.35589 3.65267 -4.75654
H 3.99190 1.86202 -7.99114
H 3.62177 3.53943 -7.53853
H 5.10355 2.74412 -6.92845
H 4.14883 0.76588 -4.42431
H 4.28466 0.11946 -6.00954
H 5.36592 1.40809 -5.46432
H -0.01220 3.56020 -7.91201
H 1.09899 2.12445 -8.47068
H 1.62161 3.75217 -7.86338
H 2.18502 -0.25833 -6.55918
C 8.91051 -1.51823 1.48966
C 7.56406 -1.74530 0.64545
C 6.65299 -0.52513 0.72552
C 5.47650 -0.73767 -0.26660
C 5.93524 -0.88756 -1.66644
C 6.86769 -2.11349 -1.83193
N 7.92838 -2.01074 -0.77896
O 8.64198 -3.21955 -0.82318
C 6.04634 -3.36971 -1.79574
C 7.60497 -1.90428 -3.16209
C 6.78222 -2.90873 1.22767
H 9.54434 -0.88495 0.92325
H 8.65707 -1.04496 2.46530
H 9.38289 -2.43772 1.81720
H 6.26387 -0.39431 1.71429
H 7.13958 0.40956 0.42520
H 4.82055 -1.49739 0.09314
H 4.90711 0.19666 -0.23256
H 6.48938 0.01233 -1.89508
H 5.09906 -1.00126 -2.28281
H 5.44070 -3.64037 -0.95775
H 6.71880 -4.16033 -2.15802
H 5.31070 -3.20910 -2.53094
H 8.25125 -2.77512 -3.47855
H 8.20190 -0.96804 -3.15611
H 6.95390 -1.60853 -3.97712
H 5.67413 -2.85430 1.17198
H 7.02961 -3.88798 0.83901
H 6.95387 -2.83150 2.29104
H 9.47579 -2.84332 -1.11308
C -0.64839 -1.42260 1.36335
C -0.96218 0.09691 0.99815
C 0.01821 1.01591 1.68892
C 1.46334 1.00401 1.14431
C 1.39931 1.23746 -0.34226
C 0.45693 0.32141 -1.05393
N -0.88553 0.38453 -0.45471
O -1.71298 -0.60610 -1.11344
C 0.33648 0.76666 -2.50112
C 1.12475 -1.10410 -1.18299
C -2.32806 0.59934 1.53180
H -1.00309 -2.10536 0.58267
H -1.31440 -1.63829 2.20559
H 0.38188 -1.61370 1.71237
H -0.38391 2.06331 1.46193
H 0.01638 0.65256 2.72433
H 1.87676 0.02834 1.42362
H 2.07994 1.79031 1.68849
H 2.44565 0.95317 -0.65565
H 1.20274 2.23337 -0.60266
H 1.31461 1.01705 -2.98291
H -0.09661 -0.08013 -3.12547
H -0.33654 1.68058 -2.46005
H 0.40336 -1.86763 -1.44828
H 1.85755 -0.97695 -1.97877
H 1.66776 -1.48172 -0.27723
H -2.38636 0.41316 2.58554
H -3.14709 0.04889 1.02041
H -2.32873 1.67133 1.26157
H -2.40040 -0.03454 -1.47264
```

Properties
- HOMO energy (eV) = -7.93
- E_LUMO (eV) = 0.37
- structure (SMILES) = CC1(C)CCCC(C)(C)N1O.CC1(C)CCCC(C)(C)N1O.CC1(C)CCCC(C)(C)N1O.CC1(C)CCCC(C)(C)N1O.CC1(C)CCCC(C)(C)N1O.CC1(C)CCCC(C)(C)N1O.CC1(C)CCCC(C)(C)N1O.CC1(C)CCCC(C)(C)N1O.CC1(C)CCCC(C)(C)N1O.COC[C@H](C)N.COC[C@H](C)N



The following is a quantum chemistry calculation of a 2-piece molecular cluster, C3H10S3 overall at a distorted geometry, from the OMol25 dataset.

```
16
C3H10S3 ωB97M-V/def2-TZVPD
C -1.06000 -0.56548 1.31065
S -0.89511 -2.33019 1.79477
S -1.71875 -2.15682 3.74418
H -0.13542 -0.28179 0.81508
H -1.99814 -0.37249 0.80010
H -1.09984 0.00126 2.24035
H -1.27080 -3.37274 4.17657
C 0.98140 2.16950 -1.51467
C 2.20272 2.22414 -2.49430
S 1.55435 2.49613 -4.24588
H 1.11908 1.30887 -0.85462
H 1.06212 3.00579 -0.81399
H 0.09402 2.25817 -2.12531
H 2.84214 1.35770 -2.37037
H 2.73960 3.16000 -2.33827
H 2.44228 1.57316 -4.68775
```

Properties
- HOMO energy (eV) = -8.29
- E_LUMO (eV) = 0.34
- structure (SMILES) = CCS.CSS



The following is a quantum chemistry calculation of C11H24B2BrHgI3NO7P2 as an isolated structure at a distorted geometry, from the OMol25 dataset.

```
52
C11H24B2BrHgI3NO7P2 ωB97M-V/def2-TZVPD
C -0.66503 -4.28914 2.79905
C -0.98682 -4.44826 1.25568
O -2.33123 -4.04593 1.02049
C -2.51148 -3.49034 -0.29424
C -3.14173 -2.06206 -0.12205
O -2.39870 -1.02199 -0.78138
C -1.09873 -0.96180 -0.18739
C -0.62623 0.54026 0.00809
C -1.79046 1.54000 0.20846
I -3.17931 0.97196 1.81682
C -1.28057 3.04092 0.30318
C -1.80634 3.86025 1.54625
I -2.08817 4.11014 -1.44881
O -0.10020 0.82024 -1.31665
B 1.16530 1.46453 -1.35580
B 2.43820 0.74872 -2.20662
O 3.45788 1.53028 -2.83636
O 2.58748 -0.64533 -2.30773
C 4.00333 -0.97071 -2.21800
P 0.89358 3.17099 -2.34084
O 2.17557 4.20403 -2.02855
Br 0.78408 2.75916 -4.55937
O 1.50503 1.59552 0.04886
C 0.71682 0.72387 0.82857
I 1.82912 -1.18274 1.05936
P 0.68568 1.36259 2.60804
N 1.10915 2.90524 2.57711
H -0.19077 -5.21573 3.18961
H -1.58821 -4.12548 3.39438
H -0.00432 -3.40597 2.97991
H -0.22708 -3.83828 0.71486
H -0.82913 -5.52457 1.01115
H -3.23201 -4.16998 -0.81375
H -1.57449 -3.51267 -0.88976
H -4.18781 -2.06983 -0.50815
H -3.23549 -1.87886 0.97608
H -0.40795 -1.49912 -0.87452
H -1.15319 -1.41593 0.82919
H -2.41640 1.45744 -0.70826
H -0.18057 3.15206 0.23268
H -2.90018 4.05442 1.47932
H -1.49393 3.42790 2.51489
H -1.33071 4.86991 1.44944
H 3.89245 2.09578 -2.18180
H 4.54609 -0.77979 -3.19781
H 4.12430 -2.05698 -1.99852
H 4.52497 -0.35435 -1.44482
H 2.10168 4.88275 -2.72755
H 1.67742 0.62146 3.33007
H -0.58018 1.13088 3.21361
H 0.37096 3.47493 2.98754
Hg 4.94835 -1.55036 -5.03396
```

Properties
- total charge = +1
- HOMO energy (eV) = -11.12
- E_LUMO (eV) = -6.98